Here is a cluster of 2 separate species, C6H12O in total in a non-equilibrium geometry from the OMol25 dataset. Energies are from ωB97M-V/def2-TZVPD.

Values from the calculation:
Total charge   0
Gap between HOMO and LUMO (spin up / spin down)   0.2169 / 0.3141 Eh
E   -310.80953 Ha
F_max   1.48 eV Å⁻¹
HOMO level (spin up / spin down)   -6.1 / -7.7 eV
Relative energy (zero: lowest compared OMol25 entry of this formula, charge and spin)   156.7 kcal per mole

XYZ file:
```
19
C6H12O, DFT ωB97M-V/def2-TZVPD
O -0.51 0.40 -0.23
C 2.13 0.10 -0.99
C -1.25 1.53 0.27
C 1.61 0.13 1.52
C -2.11 -1.43 -0.86
C -1.09 -1.05 0.02
C 1.33 0.01 0.25
H 1.74 0.88 -1.64
H -3.02 -1.90 -0.50
H -1.55 1.36 1.31
H 3.18 0.35 -0.75
H 0.86 0.03 2.30
H -0.59 2.39 0.22
H 2.13 -0.84 -1.54
H -0.04 -1.48 -0.07
H -1.36 -1.10 1.08
H -1.96 -1.39 -1.93
H 2.64 0.29 1.86
H -2.14 1.71 -0.33
```

natural (NBO) atomic charge list, values in e, 8 entries:
1 O -0.522
2 C -0.713
3 C -0.264
4 C -0.548
5 C -0.471
6 C -0.168
7 C 0.253
8 H 0.236

=====

Here is a cluster of 7 separate species, C3H19NO7S in total in a non-equilibrium geometry from the OMol25 dataset. Energies are from ωB97M-V/def2-TZVPD.

Values from the calculation:
SMILES   N[C@H](C=O)CS.O.O.O.O.O.O
Total charge   0
Gap between HOMO and LUMO   0.3365 Eh
E   -1105.13230 Ha
F_max   10.34 eV Å⁻¹
HOMO level   -8.8 eV
Relative energy (zero: lowest compared OMol25 entry of this formula, charge and spin)   141.6 kcal per mole

XYZ file:
```
31
C3H19NO7S, DFT ωB97M-V/def2-TZVPD
S -1.42 -1.51 -2.00
O 0.91 2.04 -1.57
O 3.62 0.25 0.43
O 0.43 -4.90 -0.63
O -3.85 2.38 0.34
O 1.25 -0.32 -0.50
O 2.26 0.04 3.32
O 0.41 3.22 0.77
N -0.73 0.73 1.45
C -1.84 -0.10 -0.77
C 0.47 -0.93 0.06
C -0.90 -0.30 0.43
H 0.48 3.11 -0.07
H 3.46 -0.12 -0.37
H 0.01 0.58 2.09
H -3.92 1.57 0.92
H -3.40 2.74 0.97
H 2.94 -0.64 3.33
H -0.42 -5.07 -0.27
H -1.67 -0.93 1.07
H 1.04 3.29 1.32
H 0.76 -1.96 0.32
H -1.80 1.00 -1.25
H 2.67 0.74 3.84
H 1.55 1.22 -1.39
H 0.54 -3.90 -0.47
H -3.03 -0.08 -0.52
H 2.77 0.14 0.77
H 1.52 2.42 -2.15
H -1.72 -0.61 -3.01
H -0.68 1.77 1.16
```

natural (NBO) atomic charge list, values in e, 8 entries:
1 S -0.092
2 O -0.968
3 O -0.923
4 O -0.927
5 O -0.900
6 O -0.574
7 O -0.949
8 O -0.932

=====

Here is a structure of composition C38H40HfN3O5S3Si in a non-equilibrium geometry from the OMol25 dataset. Energies are from ωB97M-V/def2-TZVPD.

Values from the calculation:
Total charge   +1
Gap between HOMO and LUMO   0.2706 Eh
E   -3544.62342 Ha
F_max   3.41 eV Å⁻¹
HOMO level   -10.1 eV

XYZ file:
```
91
C38H40HfN3O5S3Si, DFT ωB97M-V/def2-TZVPD
Hf 0.18 -0.06 0.10
S 1.82 2.13 -2.23
S -2.41 2.11 0.16
S -0.53 1.26 2.42
Si -2.46 0.53 5.09
O 1.76 -0.01 1.22
O -1.08 1.59 -0.41
O 1.39 0.94 -1.39
O -1.84 -0.03 -3.88
O -0.90 -0.68 -1.50
N 0.42 -2.55 -1.55
N -1.19 -1.05 1.43
N 1.04 -1.95 -0.46
C 2.33 0.52 -6.45
C -1.21 -3.65 -3.61
C -1.59 4.33 -1.44
C 0.26 3.02 -2.59
C 2.71 -0.82 1.64
C -2.31 3.90 -0.17
C 4.84 -2.47 2.48
C -3.61 1.51 -1.05
C -1.75 -4.08 -4.80
C 2.04 1.46 -3.88
C 1.79 -0.30 -5.47
C 2.74 1.81 -6.14
C -1.78 -1.36 -4.15
C -5.02 1.58 -2.98
C 4.57 -1.26 3.12
C -3.90 0.16 -0.88
C -5.28 0.22 -2.84
C -1.38 -0.22 2.50
C -2.88 -1.81 3.46
C 2.60 2.28 -4.84
C -4.19 2.23 -2.08
C -0.08 4.02 -1.48
C 2.13 -2.54 -0.06
C -2.69 -2.65 2.35
C 4.03 -2.86 1.44
C -0.55 -1.84 -2.03
C -0.81 0.69 5.98
C 3.53 -0.45 2.71
C -4.74 -0.48 -1.78
C 2.95 -2.07 1.01
C -3.67 -0.37 6.23
C -2.24 -0.59 3.57
C -3.20 2.20 4.62
C -1.22 -2.30 -3.26
C 1.64 0.17 -4.17
C -2.27 -3.14 -5.69
C -2.28 -1.80 -5.37
C -1.83 -2.24 1.37
H 0.23 3.61 -0.52
H -1.63 -2.85 0.50
H -0.77 -4.36 -2.92
H 3.17 2.44 -6.90
H -0.09 1.25 5.38
H -2.51 2.78 4.01
H -1.79 4.28 0.71
H 1.47 -1.31 -5.71
H -3.55 -2.13 4.25
H 3.32 0.49 3.21
H -3.30 -1.35 6.52
H -2.07 3.89 -2.32
H -0.39 -0.29 6.20
H -4.13 2.08 4.06
H -2.68 -3.46 -6.64
H -0.94 1.22 6.93
H 2.41 -3.46 -0.57
H -3.81 0.21 7.14
H -3.43 2.77 5.52
H -1.74 5.41 -1.52
H -0.49 2.24 -2.68
H -3.50 -0.38 -0.03
H 0.49 4.93 -1.64
H -1.57 0.09 -2.96
H 4.22 -3.80 0.92
H 2.93 3.29 -4.59
H 0.39 3.51 -3.56
H -2.67 -1.05 -6.06
H 2.44 0.15 -7.46
H -1.76 -5.13 -5.06
H -3.34 4.26 -0.13
H -5.91 -0.28 -3.56
H -5.47 2.14 -3.79
H 1.24 -0.47 -3.39
H 5.66 -3.09 2.80
H -4.96 -1.54 -1.65
H -4.66 -0.49 5.77
H -4.03 3.30 -2.19
H 5.18 -0.95 3.96
H -3.20 -3.59 2.27
```

Löwdin atomic charge list, values in e, 8 entries:
1 Hf 1.491
2 S 1.114
3 S 1.032
4 S 0.688
5 Si 0.530
6 O -0.265
7 O -0.690
8 O -0.603

=====

Here is a cluster of 3 separate species, C26H51ClFN6O5 in total in a non-equilibrium geometry from the OMol25 dataset. Energies are from ωB97M-V/def2-TZVPD.

Values from the calculation:
Total charge   +1
Gap between HOMO and LUMO (spin up / spin down)   0.1782 / 0.2183 Eh
E   -2285.69593 Ha
F_max   1.38 eV Å⁻¹
HOMO level (spin up / spin down)   -9.8 / -10.9 eV
2S+1   3
Relative energy (zero: lowest compared OMol25 entry of this formula, charge and spin)   0.0 kcal per mole

XYZ file:
```
90
C26H51ClFN6O5, DFT ωB97M-V/def2-TZVPD
Cl -4.11 -2.17 -3.55
F -1.14 0.38 2.62
O 6.04 -3.94 5.33
O -3.30 2.49 -3.59
O -4.32 -4.98 1.46
O -0.12 2.05 1.57
O 1.41 -1.99 1.62
N -3.23 3.22 -4.64
N 6.02 -2.94 4.53
N -2.38 -1.42 0.20
N -0.81 -2.20 1.79
N 0.29 -0.12 0.92
N -2.95 -3.07 1.78
C -2.28 -0.72 -2.15
C 7.09 -0.71 4.12
C -4.48 4.98 -5.93
C 0.38 -1.44 1.42
C -0.31 0.90 1.68
C 4.25 -4.24 3.45
C -1.08 2.06 -4.92
C 4.18 -0.86 5.34
C -1.88 -1.80 -1.15
C -3.19 -4.36 1.03
C -4.10 4.44 -4.54
C 5.52 -1.06 6.06
C -2.02 -2.23 1.26
C 3.68 -2.17 4.73
C -5.51 -4.19 1.39
C 7.79 -2.11 6.01
C -1.74 3.73 -6.60
C 4.71 -2.84 3.81
C 6.58 -1.71 5.17
C -3.76 -0.77 -2.49
C -1.95 5.78 -4.20
C -5.40 4.05 -3.85
C -1.14 4.48 -4.27
C -3.37 5.51 -3.72
C -1.81 3.39 -5.10
C 4.83 -2.06 2.50
H -3.96 6.42 -3.75
H -3.70 5.60 -6.38
H -5.90 3.24 -4.40
H 7.71 -1.21 3.38
H 5.90 -0.11 6.43
H -0.61 -2.83 2.56
H -4.36 -0.90 -1.59
H 8.25 -1.21 6.42
H 4.05 -4.85 4.33
H 3.99 -2.31 1.86
H -6.35 -4.88 1.44
H -1.46 6.47 -3.52
H -0.71 3.60 -6.94
H 7.71 0.04 4.62
H -4.08 0.14 -2.99
H -2.37 3.05 -7.18
H -2.34 -2.74 -1.44
H 7.52 -2.76 6.83
H 4.27 -0.08 4.58
H -0.79 -1.93 -1.16
H 4.99 -4.75 2.84
H 3.32 -4.17 2.87
H -5.56 -3.48 2.22
H 3.43 -2.86 5.54
H 8.54 -2.62 5.40
H -2.68 -3.31 2.74
H -2.22 -0.44 0.41
H -5.36 5.61 -5.83
H 4.82 -0.98 2.62
H -5.25 3.72 -2.83
H -1.96 6.27 -5.18
H -5.56 -3.65 0.44
H -2.36 -5.04 1.24
H 2.76 -2.00 4.16
H -6.06 4.91 -3.84
H -2.02 4.75 -6.83
H -0.99 4.11 -3.25
H -1.00 1.78 -3.88
H -1.58 1.26 -5.46
H -1.66 -0.79 -3.04
H 5.35 -1.70 6.93
H -3.22 -4.13 -0.04
H -0.15 4.67 -4.68
H -2.11 0.27 -1.68
H 6.30 -0.17 3.60
H -0.07 2.17 -5.32
H 0.01 -0.08 -0.06
H -4.72 4.17 -6.61
H 3.44 -0.49 6.06
H 5.75 -2.33 1.96
H -3.34 5.19 -2.67
```

Löwdin atomic charge list, values in e, 8 entries:
1 Cl 0.583
2 F 0.115
3 O -0.016
4 O -0.057
5 O -0.132
6 O 0.239
7 O 0.219
8 N -0.089

=====

Here is the molecule C4H4O from the OMol25 dataset. Energies are from ωB97M-V/def2-TZVPD.

Values from the calculation:
SMILES   C#CCC=O
Total charge   0
Gap between HOMO and LUMO   0.3980 Eh
E   -229.96948 Ha
F_max   0.59 eV Å⁻¹
HOMO level   -10.0 eV
Relative energy (zero: lowest compared OMol25 entry of this formula, charge and spin)   36.7 kcal per mole

XYZ file:
```
9
C4H4O, DFT ωB97M-V/def2-TZVPD
O 0.60 -0.16 1.98
C 0.44 -0.38 -0.42
C 0.60 -0.88 1.01
C -0.52 0.71 -0.54
C -1.35 1.58 -0.63
H 0.72 -1.97 1.11
H -2.09 2.35 -0.68
H 1.44 -0.04 -0.75
H 0.16 -1.22 -1.07
```

natural (NBO) atomic charge list, values in e, 8 entries:
1 O -0.489
2 C -0.589
3 C 0.452
4 C -0.017
5 C -0.211
6 H 0.111
7 H 0.237
8 H 0.263

=====

What is the formula in the first record?
C6H12O

=====

What did the fifth record say?
Here is the molecule C4H4O from the OMol25 dataset. Energies are from ωB97M-V/def2-TZVPD.

Values from the calculation:
SMILES   C#CCC=O
Total charge   0
Gap between HOMO and LUMO   0.3980 Eh
E   -229.96948 Ha
F_max   0.59 eV Å⁻¹
HOMO level   -10.0 eV
Relative energy (zero: lowest compared OMol25 entry of this formula, charge and spin)   36.7 kcal per mole

XYZ file:
```
9
C4H4O, DFT ωB97M-V/def2-TZVPD
O 0.60 -0.16 1.98
C 0.44 -0.38 -0.42
C 0.60 -0.88 1.01
C -0.52 0.71 -0.54
C -1.35 1.58 -0.63
H 0.72 -1.97 1.11
H -2.09 2.35 -0.68
H 1.44 -0.04 -0.75
H 0.16 -1.22 -1.07
```

natural (NBO) atomic charge list, values in e, 8 entries:
1 O -0.489
2 C -0.589
3 C 0.452
4 C -0.017
5 C -0.211
6 H 0.111
7 H 0.237
8 H 0.263

=====

Which formula does entry 5 have?
C4H4O

=====

Which of these has the highest E?
C4H4O